Computed, not measured: the ion C11H16N3 with charge +1 at a distorted geometry, with ωB97M-V/def2-TZVPD.

Lowest unoccupied orbital energy (spin up / spin down) = -3.9 / -3.9 eV
Energy above the lowest of the compared OMol25 structures with the same formula, charge and spin = 74.9 kcal per mole
Orbital gap (spin up / spin down) = 6.95 / 6.95 eV
Charge = +1

```
30
C11H16N3 ωB97M-V/def2-TZVPD
C 4.039 0.367 -0.067
C 3.575 -0.399 0.897
C 3.297 1.350 -0.713
C 2.179 -0.390 1.211
C 1.968 1.485 -0.410
C 1.389 0.668 0.615
C -2.052 1.338 0.357
C -2.320 -0.150 0.217
C -1.095 -0.960 -0.102
C -0.801 -2.104 0.739
C -0.538 -0.852 -1.475
N 0.047 0.622 0.944
N -0.763 1.676 0.553
N -3.055 2.185 0.241
H 5.088 0.314 -0.204
H 4.132 -1.035 1.580
H 3.699 2.017 -1.588
H 1.875 -1.092 2.020
H 1.404 2.326 -0.809
H -2.779 -0.499 1.275
H -3.177 -0.252 -0.444
H 0.212 -2.380 0.639
H -1.486 -2.883 0.524
H -0.958 -2.085 1.833
H -0.972 -1.615 -2.185
H 0.571 -0.942 -1.390
H -0.775 0.198 -1.921
H -0.287 2.569 0.328
H -3.963 1.994 0.069
H -2.927 3.172 0.441
```

=====

Computed, not measured: a cluster of 2 separate species, C11H16N3 in total at a distorted geometry, with ωB97M-V/def2-TZVPD.

Lowest unoccupied orbital energy = -3.9 eV
Energy above the lowest of the compared OMol25 structures with the same formula, charge and spin = 49.2 kcal per mole
Orbital gap = 8.06 eV
Charge = +1

```
30
C11H16N3 ωB97M-V/def2-TZVPD
C 4.521 -0.741 0.585
C 4.627 0.611 0.380
C 3.143 -0.963 0.767
C -2.517 2.462 -0.300
C -3.384 1.568 -0.953
C -1.431 1.961 0.453
C -3.068 0.240 -0.953
C -1.288 0.558 0.512
C -0.342 -0.147 1.439
C -0.854 -1.915 -1.524
C -1.790 -1.632 -0.353
N 3.380 1.099 0.434
N 2.440 0.133 0.670
N -2.127 -0.216 -0.157
H 5.335 -1.387 0.702
H 5.570 1.176 0.098
H 2.517 -1.760 1.013
H -2.789 3.475 -0.225
H -4.256 2.145 -1.490
H -0.670 2.598 0.752
H -3.557 -0.643 -1.499
H -0.931 -0.415 2.231
H 0.384 0.594 1.703
H 0.183 -0.869 0.818
H -0.994 -1.194 -2.325
H 0.159 -1.758 -1.161
H -1.062 -2.953 -1.808
H -1.341 -1.986 0.647
H -2.719 -2.064 -0.777
H 2.862 2.021 0.322
```

=====

Computed, not measured: a structure of composition C11H16N3O4Ti, with ωB97M-V/def2-TZVPD.

⟨S²⟩ = 0.753
Lowest unoccupied orbital energy (spin up / spin down) = -8.2 / -8.2 eV
Energy above the lowest of the compared OMol25 structures with the same formula, charge and spin = 0.6 kcal per mole
Orbital gap (spin up / spin down) = 8.70 / 9.20 eV
Charge = +2
Multiplicity = 2

```
35
C11H16N3O4Ti ωB97M-V/def2-TZVPD
Ti -1.495 0.004 0.021
O 0.864 -0.155 3.518
C 0.160 -0.363 2.461
O -0.438 0.526 1.827
C 0.023 -1.768 1.990
C 0.462 -2.929 2.587
C 0.041 -4.142 2.028
C -0.837 -4.148 0.952
C -1.233 -2.925 0.430
N -0.767 -1.785 0.913
C -2.288 -2.668 -0.627
O -2.776 -3.490 -1.319
O -2.573 -1.330 -0.642
H 0.856 0.780 3.797
H 1.090 -2.891 3.467
H 0.366 -5.077 2.465
H -1.233 -5.064 0.532
C 0.764 3.302 -0.073
C 0.673 2.221 -1.142
C 0.947 2.798 -2.528
C 1.609 1.058 -0.835
N -0.772 1.743 -1.087
N -1.062 0.627 -1.960
H 1.777 3.701 -0.051
H 0.525 2.906 0.914
H 0.092 4.134 -0.292
H 1.949 3.224 -2.547
H 0.246 3.598 -2.772
H 0.909 2.046 -3.320
H 2.633 1.428 -0.868
H 1.557 0.247 -1.564
H 1.445 0.661 0.168
H -1.361 2.539 -1.330
H -0.277 0.392 -2.562
H -1.875 0.800 -2.550
```

=====

Computed, not measured: a structure of composition C11H16N4O3S at a distorted geometry, with ωB97M-V/def2-TZVPD.

Lowest unoccupied orbital energy = -0.2 eV
Energy above the lowest of the compared OMol25 structures with the same formula, charge and spin = 115.4 kcal per mole
Orbital gap = 7.75 eV
Charge = 0

```
35
C11H16N4O3S ωB97M-V/def2-TZVPD
C 3.969 0.850 -0.816
C 2.601 0.103 -0.834
C 1.565 0.789 0.104
C 0.845 1.990 -0.579
O -0.227 2.490 0.228
C -1.416 1.866 -0.037
C -1.825 0.640 0.644
C -3.018 0.008 0.437
N -3.409 -1.144 1.123
C -3.961 0.575 -0.520
N -5.165 0.105 -0.809
S -5.742 1.134 -1.951
N -4.499 2.179 -2.086
C -3.543 1.789 -1.239
C -2.270 2.401 -0.969
H 4.496 0.624 -1.759
H 4.587 0.440 0.004
H 3.863 1.935 -0.650
H 2.741 -0.928 -0.459
H 2.151 0.068 -1.842
H 2.064 1.169 1.016
H 0.783 0.059 0.359
H 1.600 2.802 -0.615
H 0.575 1.785 -1.630
H -1.149 0.182 1.381
H -2.637 -1.768 1.328
H -4.171 -1.633 0.668
H -2.005 3.322 -1.504
C 2.384 -3.813 1.679
N 1.246 -2.887 1.435
O 0.226 -3.358 0.974
O 1.419 -1.719 1.716
H 2.087 -4.814 1.384
H 3.223 -3.466 1.081
H 2.615 -3.774 2.740
```

=====

Computed, not measured: the ion C11H16NOS with charge +1 at a distorted geometry, with ωB97M-V/def2-TZVPD.

Lowest unoccupied orbital energy (spin up / spin down) = -5.0 / -5.0 eV
Energy above the lowest of the compared OMol25 structures with the same formula, charge and spin = 70.8 kcal per mole
Orbital gap (spin up / spin down) = 7.10 / 7.10 eV
Charge = +1

```
30
C11H16NOS ωB97M-V/def2-TZVPD
C -0.814 -0.806 -0.873
C -0.314 0.540 -0.819
C 0.082 -1.899 -0.546
C 0.979 0.667 -0.434
C 1.399 -1.711 -0.156
C 1.908 -0.378 -0.179
C -3.859 1.140 -0.654
C -4.807 0.606 0.463
C -3.304 0.668 0.680
C 4.079 -0.925 0.576
C 3.431 1.465 0.281
N 3.123 0.031 0.156
O -3.159 -1.909 0.284
S -2.221 -0.859 0.762
H -1.552 -1.039 -1.640
H -1.006 1.450 -0.869
H -0.301 -2.906 -0.468
H 1.377 1.697 -0.394
H 1.957 -2.549 0.136
H -3.715 0.438 -1.455
H -3.863 2.136 -0.900
H -5.373 1.371 1.010
H -5.216 -0.364 0.572
H -2.714 1.469 1.159
H 4.201 -0.983 1.718
H 3.997 -1.973 0.201
H 5.080 -0.605 0.232
H 3.162 1.957 -0.642
H 2.929 1.693 1.275
H 4.513 1.578 0.524
```

=====

Computed, not measured: the molecule C11H16O2 at a distorted geometry, with ωB97M-V/def2-TZVPD.

Lowest unoccupied orbital energy = 0.8 eV
Energy above the lowest of the compared OMol25 structures with the same formula, charge and spin = 60.1 kcal per mole
Orbital gap = 9.39 eV
Charge = 0
SMILES = CC(C)=C1C[C@H](C)CC[C@]12OC2=O

```
29
C11H16O2 ωB97M-V/def2-TZVPD
C 3.531 -0.064 -0.421
C 0.512 -2.008 0.869
C 1.858 -1.945 0.130
C -0.039 -0.549 -1.180
C -0.601 -1.658 -0.183
C 0.906 0.416 -0.420
C 2.216 -0.516 -0.058
C 0.498 1.707 -0.041
C -1.908 -1.256 0.319
C 1.412 2.644 0.855
C -0.702 2.366 -0.630
O 4.419 0.148 -1.143
O 3.256 0.084 0.858
H 0.054 -3.026 1.232
H 0.504 -1.305 1.621
H 2.684 -2.382 0.743
H 1.687 -2.376 -0.850
H 0.551 -1.111 -1.928
H -0.798 0.027 -1.751
H -0.692 -2.535 -0.841
H -1.925 -0.534 1.118
H -2.400 -2.032 0.917
H -2.500 -0.831 -0.460
H 2.380 2.757 0.369
H 1.791 2.076 1.806
H 0.932 3.625 1.037
H -1.509 1.733 -0.404
H -0.767 2.199 -1.763
H -0.913 3.378 -0.315
```

=====

Computed, not measured: the ion C11H16P with charge +1 at a distorted geometry, with ωB97M-V/def2-TZVPD.

Lowest unoccupied orbital energy = -3.1 eV
Energy above the lowest of the compared OMol25 structures with the same formula, charge and spin = 35.2 kcal per mole
Orbital gap = 9.32 eV
Charge = +1

```
28
C11H16P ωB97M-V/def2-TZVPD
C -0.345 1.876 -1.529
C -1.278 2.087 -0.429
C 0.874 1.486 -1.170
C -1.188 1.393 0.704
C -0.100 0.349 0.899
C 1.182 0.857 0.232
C 2.094 -0.337 -0.143
C 1.462 -1.478 -0.374
C 1.861 1.884 1.180
C -1.435 -1.179 -1.512
C -1.362 -2.599 0.892
P -0.351 -1.323 0.007
H -0.598 2.534 -2.387
H -2.130 2.843 -0.635
H 1.546 1.339 -1.914
H -1.777 1.603 1.566
H 0.180 0.270 1.929
H 3.080 -0.046 -0.567
H 1.941 -2.468 -0.823
H 1.219 2.343 1.914
H 2.191 2.709 0.589
H 2.717 1.509 1.652
H -0.950 -0.646 -2.287
H -2.251 -0.533 -1.053
H -1.653 -2.198 -1.745
H -1.251 -3.473 0.407
H -2.347 -2.277 0.693
H -1.285 -2.687 2.050
```

=====

Record order is preserved below.
Total energy: -16127.2777, -16128.3911, -47429.0924, -34601.3166, -26029.0127, -15758.3587, -20946.5177 eV